DFT (ωB97M-V/def2-TZVPD) results for 3 unconnected molecules or ions with the total composition C15H33N3O4P in a non-equilibrium geometry.

Geometry as XYZ:
```
56
Properties=species:S:1:pos:R:3:forces:R:3:lowdin_charge:R:1
C 4.651 -1.476 1.113 0.220 0.122 -0.086 -0.101
C 4.039 -0.289 0.378 -0.148 -0.190 0.048 -0.228
C 2.628 -0.057 0.865 0.069 0.101 0.109 -0.229
O 2.099 1.088 0.193 -0.028 -0.132 -0.223 -0.085
C 0.864 1.597 0.575 0.084 -0.087 0.133 -0.162
N 0.062 0.628 1.346 -1.016 0.992 0.149 0.013
C -1.290 0.304 0.750 0.014 -0.171 0.145 -0.132
C -1.870 -0.968 1.318 0.083 -0.164 -0.064 -0.445
P -3.648 -1.113 0.753 -0.299 0.160 0.050 0.888
C -3.817 -2.936 0.772 0.156 0.012 0.026 -0.254
O -3.433 -0.817 -0.857 0.202 -0.059 0.071 -0.303
C -1.806 -0.971 2.851 0.094 -0.223 -0.086 -0.178
N -0.521 -0.423 3.386 0.017 -0.325 -0.079 0.068
C -0.029 0.687 2.682 0.178 -0.324 -0.077 -0.350
N 0.305 1.734 3.399 0.345 -0.019 -0.077 0.281
H 4.164 -2.413 0.843 -0.091 0.000 0.076 0.079
H 5.701 -1.581 0.847 0.011 -0.010 -0.042 0.067
H 4.595 -1.332 2.194 -0.030 -0.089 0.031 0.073
H 4.008 -0.486 -0.693 0.112 0.072 -0.027 0.108
H 4.631 0.613 0.540 0.003 0.021 -0.021 0.122
H 2.012 -0.938 0.657 -0.033 0.007 0.008 0.126
H 2.636 0.104 1.953 -0.005 0.040 0.004 0.119
H 0.299 1.830 -0.326 -0.005 0.069 -0.014 0.141
H 1.016 2.529 1.127 -0.049 0.015 0.079 0.126
H -1.945 1.147 1.004 -0.002 0.057 -0.181 0.136
H -1.196 0.268 -0.330 0.118 -0.162 0.003 0.125
H -1.303 -1.823 0.939 0.079 0.057 -0.060 0.120
H -4.438 -3.236 1.615 -0.033 -0.027 -0.012 0.037
H -4.311 -3.236 -0.152 -0.095 0.027 0.032 0.048
H -2.863 -3.461 0.830 0.011 -0.010 -0.043 0.040
H -4.038 -0.132 -1.167 -0.112 -0.024 -0.062 0.043
H -1.828 -2.001 3.201 -0.150 0.011 0.101 0.126
H -2.650 -0.467 3.322 0.092 0.283 -0.093 0.114
H 0.154 -1.176 3.261 0.156 0.141 0.074 0.142
H 0.538 1.627 4.376 -0.457 -0.055 0.089 0.151
H 0.401 2.647 2.985 0.426 -0.049 -0.081 0.132
C -5.705 3.814 -1.111 0.058 -0.060 -0.033 -0.026
C -6.598 2.622 -1.354 -0.084 0.043 -0.027 -0.505
O -6.214 1.653 -1.969 0.185 -0.081 0.136 0.055
C -7.997 2.704 -0.799 -0.011 -0.078 -0.046 -0.021
H -4.729 3.645 -1.560 -0.003 0.006 0.000 0.077
H -6.153 4.710 -1.543 -0.016 0.006 0.027 0.089
H -5.598 3.989 -0.038 -0.029 0.025 -0.002 0.083
H -8.516 3.567 -1.221 0.011 0.020 0.026 0.090
H -7.964 2.840 0.283 -0.001 0.036 -0.005 0.087
H -8.544 1.796 -1.038 -0.001 0.005 0.002 0.084
C 6.375 -0.403 -3.812 -0.009 0.036 0.079 -0.022
C 6.391 -1.665 -2.984 0.042 -0.008 -0.035 -0.497
O 6.340 -1.633 -1.776 -0.074 0.018 0.009 0.058
C 6.478 -2.967 -3.741 -0.001 -0.034 0.081 -0.021
H 6.313 0.466 -3.162 0.002 -0.001 -0.005 0.080
H 7.280 -0.343 -4.418 -0.015 -0.016 -0.025 0.088
H 5.525 -0.415 -4.496 0.022 -0.015 -0.027 0.086
H 7.386 -2.987 -4.345 -0.017 0.013 -0.026 0.088
H 5.631 -3.062 -4.422 0.020 0.015 -0.027 0.086
H 6.484 -3.801 -3.044 0.001 0.001 -0.005 0.082
```
Forces are in eV/Å.

Calculated values
- HOMO (eV) = -11.40
- net charge = +1



DFT (ωB97M-V/def2-TZVPD) results for 5 unconnected molecules or ions with the total composition C15H34O4PS.

Geometry as XYZ:
```
55
Properties=species:S:1:pos:R:3:forces:R:3:lowdin_charge:R:1
C 0.938 2.226 1.757 0.052 -0.055 0.010 -0.129
C 0.294 2.986 0.591 0.134 -0.059 0.174 -0.485
P 1.358 4.052 -0.466 -0.040 0.020 -0.007 0.827
C 3.072 3.741 0.074 0.054 0.125 0.032 -0.356
S 1.441 2.655 -2.249 -0.245 -0.299 -0.047 0.751
H 0.208 2.142 2.560 -0.007 -0.004 -0.055 0.064
H 1.820 2.721 2.162 -0.050 0.065 0.016 0.061
H 1.231 1.214 1.476 0.086 0.039 -0.087 0.067
H -0.479 3.663 0.963 0.051 0.005 0.049 0.059
H -0.237 2.290 -0.062 -0.122 0.072 -0.006 0.031
H 3.323 2.701 0.274 -0.048 -0.031 0.031 0.050
H 3.193 4.314 0.998 0.049 -0.043 -0.025 0.058
H 3.755 4.167 -0.662 0.016 0.026 0.049 0.042
H 2.753 2.480 -2.487 0.074 0.123 -0.005 -0.062
H 1.256 3.555 -3.226 0.113 0.044 -0.080 -0.071
C -3.751 2.605 0.907 0.021 -0.010 0.041 -0.012
C -3.098 2.171 2.194 -0.144 -0.018 0.092 -0.479
O -2.016 2.598 2.544 -0.056 -0.012 -0.142 0.036
C -3.866 1.184 3.030 0.046 0.028 -0.001 -0.008
H -3.126 3.327 0.385 -0.005 -0.023 -0.016 0.074
H -3.938 1.729 0.283 0.033 -0.009 -0.031 0.078
H -4.722 3.056 1.120 0.001 0.001 0.010 0.093
H -4.065 0.283 2.446 0.017 -0.023 -0.022 0.082
H -4.836 1.605 3.299 0.001 0.010 0.001 0.093
H -3.309 0.940 3.930 -0.011 -0.017 -0.009 0.087
C -0.820 -0.486 -0.516 -0.079 0.029 -0.041 -0.022
C -1.963 -1.238 0.146 0.080 0.139 -0.025 -0.488
O -3.099 -0.846 0.002 -0.005 0.011 0.088 0.063
C -1.602 -2.429 0.980 -0.136 -0.020 -0.016 -0.017
H -1.247 0.332 -1.094 0.063 0.007 -0.025 0.070
H -0.143 -0.100 0.251 -0.002 -0.052 0.005 0.061
H -0.241 -1.141 -1.169 -0.009 -0.048 0.033 0.084
H -0.917 -2.145 1.780 0.022 -0.017 0.003 0.078
H -1.076 -3.172 0.379 0.019 -0.002 0.000 0.091
H -2.503 -2.869 1.401 0.035 -0.021 0.014 0.092
C 1.535 -6.106 3.453 -0.031 0.010 -0.008 -0.019
C 1.669 -4.684 2.973 -0.015 -0.048 0.041 -0.496
O 0.706 -4.028 2.644 0.073 0.053 -0.041 0.054
C 3.069 -4.121 2.927 -0.032 0.018 -0.008 -0.024
H 0.490 -6.406 3.447 0.008 -0.004 0.001 0.084
H 2.117 -6.774 2.815 0.002 0.004 -0.004 0.088
H 1.941 -6.199 4.462 0.001 0.006 0.002 0.089
H 3.695 -4.730 2.273 -0.003 -0.001 -0.003 0.087
H 3.519 -4.158 3.920 -0.005 -0.002 0.004 0.088
H 3.047 -3.094 2.570 0.008 -0.007 0.001 0.076
C 1.223 1.039 -5.718 -0.025 -0.032 -0.050 -0.036
C 0.392 -0.153 -6.165 0.041 0.049 0.012 -0.500
O 0.271 -0.421 -7.332 -0.008 -0.005 0.055 0.099
C -0.261 -0.966 -5.072 -0.011 -0.019 -0.047 -0.022
H 1.639 1.542 -6.587 0.002 -0.001 0.007 0.086
H 0.587 1.734 -5.161 -0.008 -0.014 0.007 0.055
H 2.031 0.702 -5.064 -0.014 0.000 0.018 0.074
H -0.931 -0.336 -4.482 0.000 0.008 -0.004 0.080
H 0.499 -1.363 -4.395 0.008 0.002 -0.004 0.081
H -0.825 -1.786 -5.508 0.002 0.002 0.011 0.088
```
Forces are in eV/Å.

Calculated values
- HOMO (eV) = -11.68
- net charge = +1



DFT (ωB97M-V/def2-TZVPD) results for a molecular structure, C15H35ClO4PtSSi2 in a non-equilibrium geometry.

Geometry as XYZ:
```
59
Properties=species:S:1:pos:R:3:forces:R:3:lowdin_charge:R:1
C -3.850 -5.597 2.078 0.263 -0.246 0.192 -0.112
C -2.617 -4.830 1.624 -0.184 0.301 0.024 -0.269
C -2.862 -3.925 0.397 0.223 -0.321 0.254 -0.224
C -2.301 -2.523 0.590 -0.178 -0.178 -0.292 -0.233
C -2.434 -1.626 -0.630 0.064 0.179 0.109 -0.232
C -1.819 -0.245 -0.409 -0.112 -0.217 0.053 -0.270
C -1.926 0.672 -1.640 0.183 -0.037 0.190 -0.255
Si -0.446 1.762 -1.908 -0.139 0.021 -0.190 0.510
C 0.912 0.836 -2.865 -0.179 -0.108 0.155 -0.227
C 0.622 -0.667 -2.955 0.528 0.267 0.216 -0.241
C 1.877 -1.518 -3.284 -0.167 0.134 -0.331 -0.190
C 1.825 -2.775 -2.410 -0.387 0.387 -0.141 -0.250
S 2.903 -4.067 -2.953 -0.858 -0.511 0.602 0.422
O 3.342 -3.895 -4.382 0.141 0.128 -0.167 -0.431
O 4.137 -4.202 -2.160 0.670 0.311 -0.402 -0.376
Cl 1.897 -5.723 -2.824 -0.005 -0.002 -0.092 0.660
O 0.201 2.264 -0.460 -0.093 0.289 -0.391 -0.378
Si 0.408 3.892 -0.183 -0.045 0.019 0.384 0.542
C 0.765 4.110 1.647 0.232 0.135 -0.120 -0.238
C 1.620 5.364 1.921 -0.231 -0.202 0.001 -0.264
O 1.349 5.795 3.228 -0.015 -0.051 0.114 -0.078
C 2.430 5.910 4.129 -0.168 -0.062 0.251 -0.238
C 1.955 5.668 5.543 0.049 0.084 0.031 -0.052
H -4.688 -4.929 2.258 -0.131 0.066 -0.089 0.076
H -3.645 -6.113 3.015 -0.015 -0.040 0.050 0.073
H -4.139 -6.363 1.361 -0.147 0.056 -0.153 0.075
H -1.806 -5.529 1.424 0.111 -0.055 -0.012 0.098
H -2.284 -4.205 2.454 0.058 0.040 0.056 0.100
H -2.395 -4.388 -0.475 -0.093 0.023 -0.216 0.101
H -3.933 -3.879 0.205 -0.112 0.086 -0.130 0.112
H -1.244 -2.614 0.857 0.104 0.114 0.183 0.111
H -2.829 -2.061 1.424 0.138 0.091 0.188 0.125
H -3.487 -1.504 -0.887 -0.094 -0.049 -0.091 0.127
H -1.954 -2.098 -1.495 -0.004 -0.081 -0.103 0.099
H -2.318 0.216 0.442 0.029 0.130 0.054 0.120
H -0.781 -0.377 -0.085 0.109 0.030 0.001 0.091
H -2.803 1.312 -1.575 -0.151 -0.002 0.009 0.086
H -2.067 0.058 -2.533 -0.061 0.030 -0.161 0.076
H -0.835 2.970 -2.674 0.108 -0.003 -0.020 0.019
H 1.013 1.278 -3.854 0.054 0.003 -0.131 0.084
H 1.848 1.020 -2.335 0.086 0.003 0.061 0.079
H -0.127 -0.839 -3.721 -0.210 -0.202 0.046 0.125
H 0.223 -1.002 -1.996 -0.164 -0.089 -0.003 0.081
H 1.863 -1.792 -4.337 0.045 -0.022 -0.076 0.118
H 2.781 -0.945 -3.103 0.158 -0.042 0.135 0.121
H 2.096 -2.570 -1.373 0.201 -0.175 0.109 0.144
H 0.826 -3.210 -2.417 -0.028 -0.154 -0.077 0.112
H -0.819 4.641 -0.512 -0.029 -0.038 -0.054 -0.003
H 1.507 4.425 -1.020 0.094 -0.086 0.030 -0.004
H 1.265 3.234 2.057 -0.023 -0.091 0.095 0.083
H -0.186 4.228 2.162 -0.135 -0.048 0.024 0.088
H 2.674 5.126 1.799 0.153 0.131 -0.089 0.122
H 1.342 6.175 1.244 0.015 0.110 -0.074 0.128
H 3.225 5.213 3.859 0.134 0.003 -0.143 0.127
H 2.817 6.934 4.046 0.161 0.081 -0.086 0.147
H 1.635 4.638 5.672 -0.076 -0.094 -0.011 0.083
H 2.772 5.863 6.233 0.082 -0.004 0.034 0.087
H 1.138 6.333 5.804 -0.111 0.041 -0.025 0.087
Pt 5.328 -3.925 -4.018 0.151 -0.085 0.221 1.128
```
Forces are in eV/Å.

Calculated values
- HOMO (eV) = -13.27
- net charge = +2



DFT (ωB97M-V/def2-TZVPD) results for a molecular structure, C15H36AlBaNP in a non-equilibrium geometry.

Geometry as XYZ:
```
55
Properties=species:S:1:pos:R:3:forces:R:3:lowdin_charge:R:1
C -3.694 5.027 4.934 0.356 0.332 0.747 -0.081
C -4.791 3.814 5.245 1.272 1.132 -0.807 -0.427
C -5.580 3.384 3.860 0.866 0.497 -0.902 -0.423
C -5.041 1.910 3.317 -0.765 0.320 -0.891 -0.310
C -3.935 2.073 2.078 -0.048 -0.149 0.014 -0.184
C -3.079 0.645 1.948 -0.695 0.610 0.331 -0.216
C -2.554 0.350 0.421 -0.159 -0.320 -0.125 -0.218
C -1.627 -1.025 0.293 -0.674 -0.354 -0.278 -0.227
C -0.597 -0.992 -0.984 0.345 -0.576 0.460 -0.237
C 0.327 -2.367 -1.128 -0.616 0.478 -1.263 -0.292
C 1.598 -2.034 -2.124 -1.347 0.723 0.119 -0.324
Al 3.036 -3.495 -2.187 -0.906 0.170 -2.081 0.119
C 4.227 -3.150 -3.833 1.628 0.842 0.637 -0.311
C 4.860 -1.626 -3.662 0.403 -0.463 -0.465 -0.307
C 5.862 -1.236 -4.927 -0.101 0.346 1.219 -0.271
C 6.039 0.384 -5.149 0.319 -0.092 -0.711 -0.172
P 4.442 -3.578 -0.340 0.303 0.973 0.228 0.567
N 5.041 -2.083 -0.019 -0.698 0.597 -0.384 -0.381
H -3.873 5.906 5.720 0.450 -1.954 -1.899 0.112
H -2.589 4.626 5.083 -2.482 0.793 -0.291 0.112
H -3.777 5.440 3.840 -0.024 -0.847 2.255 0.097
H -4.150 2.915 5.694 -1.427 1.593 -0.837 0.103
H -5.579 4.167 6.049 1.752 0.093 -1.212 0.033
H -5.472 4.203 2.998 -0.239 -1.891 2.118 0.167
H -6.741 3.329 4.125 2.052 1.624 -2.512 -0.061
H -4.606 1.232 4.195 -0.651 1.344 -1.704 0.082
H -5.988 1.380 2.839 1.917 0.676 0.944 0.121
H -3.211 2.999 2.282 -1.629 -2.057 -0.385 0.131
H -4.573 2.297 1.098 1.452 -0.482 2.115 0.139
H -3.844 -0.193 2.314 1.805 1.515 -0.909 0.120
H -2.215 0.735 2.747 -1.586 -0.408 -1.742 0.125
H -3.521 0.187 -0.254 2.056 0.482 1.400 0.123
H -1.966 1.273 -0.021 -1.143 -1.765 1.077 0.122
H -1.051 -1.282 1.285 -1.058 0.746 -1.861 0.112
H -2.413 -1.906 0.123 1.798 1.727 0.398 0.120
H -1.241 -0.934 -1.966 1.395 0.255 1.850 0.118
H 0.190 -0.101 -0.897 -2.023 -1.680 -0.189 0.116
H -0.365 -3.144 -1.712 1.602 1.377 1.555 0.114
H 0.660 -2.819 -0.101 -0.699 0.977 -1.800 0.098
H 2.073 -1.002 -1.846 -1.010 -1.611 -0.434 0.045
H 1.127 -1.931 -3.217 1.117 -0.089 2.183 0.079
H 2.330 -4.902 -2.346 -0.218 -0.449 0.217 -0.103
H 5.150 -3.888 -3.736 -1.863 1.223 -0.711 0.059
H 3.622 -3.275 -4.827 1.370 0.219 1.701 0.060
H 3.952 -0.897 -3.539 1.796 -0.990 -0.400 0.088
H 5.540 -1.554 -2.683 -1.662 -0.223 -1.992 0.093
H 5.462 -1.793 -5.876 0.913 1.263 1.662 0.102
H 6.932 -1.648 -4.625 -2.243 0.657 -0.864 0.110
H 5.079 0.888 -5.634 2.061 -1.178 0.899 0.075
H 6.984 0.517 -5.862 -2.169 -0.011 1.356 0.073
H 6.272 0.992 -4.177 -0.448 -1.450 -1.613 0.068
H 3.773 -4.096 0.849 0.940 -0.191 -0.541 -0.062
H 5.570 -4.422 -0.664 -0.673 -0.101 0.692 -0.044
H 4.625 -1.406 -0.707 0.615 -0.911 0.793 -0.072
Ba -6.703 2.107 5.711 -1.329 -3.341 2.836 1.919
```
Forces are in eV/Å.

Calculated values
- HOMO (eV) = -7.57
- net charge = +1



Number 1: lowest unoccupied orbital energy -3.53 eV, orbital gap 7.87 eV. Number 2: lowest unoccupied orbital energy -4.01 eV, orbital gap 7.67 eV. Number 3: lowest unoccupied orbital energy -12.07 eV, orbital gap 1.20 eV. Number 4: lowest unoccupied orbital energy -6.53 eV, orbital gap 1.04 eV.